No. 1
Entry from the Open Molecules 2025 dataset: a molecular structure, C47H61BrCoNOP2SSi in a non-equilibrium geometry (ωB97M-V/def2-TZVPD).

As for the total charge: 0. The calculation puts the gap between HOMO and LUMO (spin up / spin down) at 6.00 / 7.71 eV. The spin multiplicity is 5. The HOMO energy (spin up / spin down) is -5.684 / -8.025 eV.

XYZ file:
```
116
Properties=species:S:1:pos:R:3:forces:R:3
C -1.26653 -2.78251 -2.85171 0.30 0.64 0.74
H 1.30226 -1.96765 -3.97924 0.01 -0.02 -0.18
C -3.28965 1.22220 -3.17904 0.10 -0.04 -1.10
C 1.95811 -0.07101 -4.84312 0.10 0.40 -0.52
C -1.13419 1.06270 -2.04768 -0.66 1.05 -1.14
H 3.49821 -1.73040 -2.64652 -0.14 -0.10 0.37
H 1.67057 -0.38068 -5.84970 -0.18 -0.46 0.03
H 1.54324 3.20979 5.74428 0.11 -0.17 0.10
H -1.26905 -4.00678 -0.18230 0.79 0.11 -0.29
C 3.74859 0.91051 1.02190 -1.37 -0.56 -0.22
H 1.47414 1.45810 5.75133 0.00 -0.22 -0.26
C 1.86530 2.74194 0.11872 0.61 -0.14 0.30
C 1.44230 1.65369 0.89465 0.20 0.30 -0.90
H 3.81555 -1.11784 -5.01572 0.29 -0.87 -0.34
C 2.88857 -3.61793 -1.05682 0.71 -0.83 0.19
Br -2.62381 -1.24512 1.47271 -1.41 -0.21 -0.06
C 3.06179 -1.05271 3.71617 0.21 -1.38 0.39
H -1.70016 0.13282 3.76953 0.33 0.01 -0.32
H -3.89434 1.51239 -4.04505 0.19 0.03 0.32
H -1.13970 2.49179 3.30045 -0.15 0.21 -0.20
C -2.28270 -5.10286 -2.47334 -0.62 -0.06 0.06
H -0.01241 -0.13662 4.18315 -0.01 -0.15 -0.09
H -1.38173 4.43101 2.40936 0.26 0.06 -1.11
H 5.04001 0.09192 -3.16109 -0.98 0.09 -0.38
C -3.82461 3.64646 0.28763 0.67 0.84 0.02
H -0.81655 0.22810 6.27019 0.12 1.08 -0.61
P -0.31449 1.43527 1.33126 -0.08 2.40 3.04
H 2.54554 -3.87545 -2.04686 -0.27 -0.07 -0.04
C 0.97223 2.34952 5.38055 -0.77 1.27 -0.03
C 0.92675 2.49416 3.82923 -0.40 -0.53 0.49
H 0.70725 -3.51707 -2.56047 -0.24 0.31 0.83
H -2.19995 1.06852 5.72328 -0.07 0.41 -0.16
H 4.47673 -5.05250 -1.29322 0.10 0.45 0.24
C 3.49236 -0.13056 -4.77293 -0.42 1.28 0.59
C -1.93239 5.38551 0.46510 0.01 -0.38 1.34
H -0.12872 1.49615 -2.04604 -0.17 -0.48 0.10
H 1.81311 2.02069 3.44054 0.52 0.07 -0.28
H 5.26334 2.14052 0.11572 -1.59 -0.05 -0.02
C 3.94375 -3.07130 1.40421 0.37 0.96 -0.61
S 0.03310 -2.76952 2.79384 -1.34 -0.95 -0.24
C -1.11705 1.06732 5.56916 -0.41 -0.27 1.26
H -6.83083 -0.96731 -1.23909 -0.36 0.23 0.43
C 4.07364 -4.27285 -0.63852 -0.94 0.42 -0.82
H 0.40565 -4.66509 -0.36419 0.16 0.32 0.45
P 0.75764 -1.66161 -0.95006 2.96 -2.42 -2.05
C -5.31012 0.16843 -2.18451 0.90 -0.57 1.72
H -3.68212 3.47444 -0.79993 0.08 0.02 0.45
H 1.33148 0.42139 -2.07207 0.67 -0.86 -0.24
C -3.04109 0.02854 -1.10091 -0.46 -0.28 0.15
H 2.60104 -0.43588 4.48622 -0.33 -0.01 -0.02
C 4.14777 2.00219 0.27787 2.10 0.20 0.47
C 1.20232 -0.89866 -3.78232 0.02 0.44 -0.35
C -0.79391 0.61589 4.14599 0.47 0.06 -0.57
H -3.19956 1.67801 0.87642 -0.05 -0.33 -0.04
H 3.92488 0.57533 -5.51363 -0.14 -0.42 0.44
C -3.44609 5.14092 0.61666 -1.08 -0.53 -0.67
C -1.63046 0.28930 -1.03065 -1.31 0.38 -1.44
H -1.17574 -6.31405 -1.10778 0.15 -0.29 0.33
N 0.36938 -1.40019 2.07489 2.50 1.31 0.12
H -3.00024 2.84998 2.19523 -0.49 -0.10 -1.13
H -1.62825 6.39205 0.79109 -0.33 -0.18 -0.10
C -5.01525 -0.92688 -0.01595 -0.90 -0.11 -0.22
Co -0.58983 -0.52087 0.37675 -0.40 -0.64 0.57
H -1.30681 2.88685 -0.27513 0.21 0.29 0.05
C 4.65214 -3.94122 0.56713 -0.74 -0.43 0.53
C -0.45684 -4.28609 -0.89621 -0.46 0.33 -0.53
C 3.22220 2.92262 -0.17449 -0.38 0.19 -1.39
H -1.66999 5.31111 -0.58907 0.12 -0.18 -0.10
C -2.91779 2.70088 1.07074 0.64 -0.36 1.73
H -1.47907 -1.69188 -2.83436 0.05 -0.64 -0.22
H -0.94255 -3.06458 -3.85953 0.01 0.26 0.08
C -5.83106 -0.58113 -1.14040 0.97 0.37 -0.55
H 5.56393 -4.44443 0.87010 -0.10 0.12 0.21
H 1.12087 3.42751 -0.25227 0.01 0.26 -0.06
H -0.39254 2.50987 7.06656 -0.15 -0.11 -0.18
H 4.29577 -2.83622 2.39955 0.30 -0.14 -0.03
H -0.19882 -5.76107 -2.46243 -0.35 0.18 0.39
H -3.06274 -3.20838 -1.65237 0.27 -0.07 -0.28
C 2.36310 0.64115 1.23027 1.13 1.03 0.41
H -2.26030 -5.57657 -3.46935 -0.01 0.44 0.15
H 3.65465 -0.55125 -1.35277 -0.06 -0.01 0.64
H -3.25651 -3.42525 -3.41945 0.43 0.20 0.74
H 3.66050 1.24878 -3.13179 0.24 -0.36 0.00
C -2.54897 -3.56162 -2.56321 -0.43 -0.92 -0.50
H -4.00930 5.74115 -0.11498 0.31 0.12 0.16
O 1.01101 -3.11268 3.85300 0.42 -0.14 0.47
C 2.23348 -2.68111 -0.26977 0.18 1.17 -0.40
H -5.48705 -1.40892 0.84504 0.28 0.00 -0.37
C -1.09851 4.35730 1.31542 -0.30 0.00 0.13
C -0.05590 -3.10288 -1.85819 -0.76 -0.78 -0.64
H 4.46337 0.16791 1.38581 0.00 0.30 -0.23
H -3.89961 5.42330 1.59125 0.75 -0.21 -0.27
H 0.97072 3.58403 3.61563 -0.19 -0.71 -0.28
H -0.04038 4.60975 1.23846 0.04 -0.01 0.05
H -3.13638 -5.60832 -1.96643 0.42 0.50 -0.22
C -1.95100 1.50478 -3.15037 0.13 -0.61 1.22
C 3.93270 0.19266 -3.34044 0.06 0.57 0.48
C -0.98278 -5.45630 -1.73361 0.25 0.37 -0.69
H 3.05349 -2.13527 4.09912 -0.16 1.65 -0.55
C -0.32205 1.77798 3.21292 -0.38 0.15 0.77
C 1.65177 -0.61894 -2.34654 0.34 0.60 0.62
H -1.47043 2.02585 -3.95182 0.05 0.41 -0.36
H -5.96818 0.62060 -2.90502 0.05 -0.22 -0.52
Si 2.13831 -1.00525 2.05803 -1.97 -0.94 1.06
C 2.83654 -2.32503 0.95151 0.26 -1.03 0.15
H 1.56520 0.97161 -4.85807 0.53 -0.34 0.56
C 3.21516 -0.72425 -2.31594 -0.34 -0.02 -1.17
H 0.17272 -0.59966 -3.95343 -0.38 -0.39 0.34
H -0.97528 3.33484 5.61673 0.12 -0.80 0.02
C -3.69165 -0.61688 -0.01497 -0.11 -0.57 -0.17
C -3.89961 0.45059 -2.17157 -0.08 0.39 0.59
C -0.46208 2.41065 5.97606 0.78 -0.43 -0.24
H 4.10899 -0.73497 3.70605 -0.01 0.09 -0.39
H 3.55407 3.67615 -0.92352 -0.39 -0.32 0.94
C -1.39686 2.92537 0.82000 -0.03 -0.06 -1.10
H -4.89478 3.44122 0.47454 0.50 0.14 0.16
```
Forces are in eV/Å.

No. 2
Entry from the Open Molecules 2025 dataset: 9 unconnected molecules or ions with the total composition C47H62N10O4S (ωB97M-V/def2-TZVPD).

As for the total charge: 0. The calculation puts the gap between HOMO and LUMO at 7.74 eV. The HOMO energy is -7.848 eV. As for the SMILES: [H]/N=C/C[C@]1(COc2ccccc2)CCS(=O)(=O)O[C@H]1NCC.c1cc[nH]c1.c1cc[nH]c1.c1cc[nH]c1.c1cc[nH]c1.c1cc[nH]c1.c1cc[nH]c1.c1cc[nH]c1.c1cc[nH]c1. The energy above the lowest of the compared OMol25 structures with the same formula, charge and spin comes out at 0.000 eV.

XYZ file:
```
124
Properties=species:S:1:pos:R:3:forces:R:3
C 4.82677 -1.64206 -9.20021 0.00 -0.02 0.00
H -4.02575 4.91501 3.33586 0.03 0.07 0.02
H -5.58740 9.70582 6.47967 -0.01 0.00 0.00
C -3.12408 8.05317 7.94701 -0.02 -0.01 0.00
O 3.21210 0.92133 -1.81454 -0.04 -0.03 0.06
H 1.62855 -7.65081 0.48749 0.02 -0.01 0.01
H 3.03935 3.37006 -1.03967 -0.01 -0.03 0.00
C -3.91646 9.45202 -0.60170 -0.02 0.00 0.00
H 4.53154 -3.97552 0.95702 0.04 0.00 -0.02
C -2.22284 -3.06566 4.51862 0.04 0.01 -0.01
O 1.97490 0.30470 0.20119 0.03 0.29 0.32
C 4.43003 0.00978 -7.72684 0.03 0.01 -0.05
H 4.03221 -3.13835 -7.93197 -0.05 0.01 0.04
H 2.56901 0.70767 2.58874 -0.01 0.05 -0.07
C 0.66788 2.94178 -2.77091 -0.17 0.22 -0.10
H -1.70868 8.09292 6.22582 0.02 0.01 0.02
N 2.69122 -5.40066 -4.89833 -0.03 -0.03 -0.02
O -1.58397 3.67320 -0.25462 0.23 0.11 -0.26
N -3.62300 7.33393 -0.02989 -0.10 0.00 -0.07
H -1.15521 -6.89252 3.72533 0.00 0.00 0.01
H -2.59232 7.52208 8.71825 0.00 0.00 0.00
H 1.03694 -9.07106 -1.53020 0.01 -0.01 0.00
H 1.97270 -5.16487 1.50940 -0.02 0.04 -0.05
C -4.71212 9.18531 6.82768 0.01 0.00 -0.02
H 2.14022 1.43099 4.12262 -0.01 0.09 -0.04
C 2.49244 -4.12749 -5.35366 0.10 0.05 0.03
H -1.92638 1.68372 -0.48372 0.06 -0.08 0.08
H 5.09783 -2.26971 -10.03159 0.00 0.01 -0.01
C -0.99162 5.56451 1.08757 0.34 -0.26 -0.61
N -0.98232 -8.51078 -1.13959 -0.02 0.03 0.01
H -3.80900 -5.27948 6.36585 -0.01 0.00 0.00
N 4.25156 -2.16835 -8.07719 0.02 -0.02 -0.02
H -0.05797 -10.42830 -3.60072 0.00 0.00 0.00
N -1.27466 -3.47507 5.41893 0.08 -0.05 -0.05
N 0.17632 0.37861 1.65877 0.13 0.28 -0.13
C -5.02733 8.69671 -1.06569 0.01 0.01 0.01
H 0.78662 0.91767 -2.21190 0.00 0.12 -0.04
H -3.09874 -8.35054 -1.32368 -0.01 0.00 0.00
C 3.78212 -2.46057 -0.30900 0.06 -0.09 0.03
C 2.64811 2.86206 -0.15845 -0.15 0.18 0.00
C 1.38089 -5.57077 -6.67286 0.01 0.02 0.00
C 1.08113 -7.19814 1.29821 -0.04 -0.03 -0.03
H -5.88145 9.06645 -1.60752 0.00 0.00 0.00
H -5.09501 8.56392 8.88224 0.00 0.00 0.01
S 3.14081 1.17748 -0.41128 0.21 -0.05 -0.31
H 0.89138 4.03691 -0.50586 -0.06 -0.13 -0.02
C 0.19008 1.79005 -1.93294 0.47 -0.27 0.13
N 1.48600 2.77574 -3.72069 -0.05 -0.03 0.10
H -3.21791 6.49296 0.34479 0.01 0.08 0.01
H 2.94079 -3.28628 -4.85224 -0.01 0.00 0.02
C -3.16392 5.09988 2.70680 -0.06 0.31 0.43
H -2.48989 6.79704 3.84190 -0.05 -0.02 0.01
N -3.62271 9.01626 6.01804 0.00 -0.03 0.00
C 2.67746 -3.91393 -1.62375 -0.01 -0.02 -0.04
C 0.02034 -7.78275 2.04808 -0.03 -0.05 -0.01
H -3.75778 10.51066 -0.72096 0.00 0.01 0.00
H 0.31490 -4.90752 3.35877 -0.08 0.01 -0.01
C -1.83419 4.49057 0.81700 0.27 0.24 0.20
H -0.54270 7.21342 2.36362 -0.03 -0.01 0.02
H 0.05951 -0.12724 -0.28780 0.04 0.03 0.02
H -0.83958 -7.93789 -0.32440 0.03 0.02 -0.01
H -0.39716 -8.76833 1.91978 0.03 -0.02 0.03
C -2.19044 -8.76788 -1.72284 0.01 0.00 0.01
H -0.83664 1.58394 -2.24356 -0.04 -0.04 0.03
C 0.21157 1.99364 -0.37545 -0.36 0.23 -0.35
C 1.14269 3.12789 0.03736 0.40 0.06 0.37
H -0.79142 0.09414 1.67520 0.03 -0.16 0.02
H -4.30617 -3.64910 4.25195 -0.01 0.00 0.00
C 4.95187 -0.29024 -9.01536 -0.01 0.00 0.02
C 1.28222 -5.93786 1.79350 0.00 0.04 0.12
C -1.97368 -9.58303 -2.80268 0.01 -0.01 -0.01
H 1.64798 3.65454 -4.21094 0.01 -0.01 -0.02
H 0.21674 3.91978 -2.55838 -0.02 -0.05 0.04
H -3.59565 3.44299 1.40407 -0.03 0.04 0.04
H -3.54892 9.35177 5.07553 0.00 0.02 -0.01
C 1.68415 -4.19693 -6.45757 0.00 -0.01 -0.08
H -0.15006 5.74517 0.42883 -0.05 -0.01 0.04
C -2.65022 8.32743 6.69256 -0.01 0.01 -0.07
C 0.00674 -9.14985 -1.83240 0.00 0.02 0.02
H 2.05820 -4.32727 -2.40332 -0.05 0.01 0.03
C 3.30642 -4.62600 -0.63758 0.11 -0.01 -0.05
C -2.93316 4.27078 1.63016 -0.12 -0.38 -0.18
H 0.98938 3.36930 1.09133 -0.09 -0.09 -0.04
C -0.57521 -9.82656 -2.87233 -0.01 0.00 -0.01
C -1.81221 -4.41176 6.26131 0.02 -0.01 -0.02
C -3.11648 -4.60311 5.89426 -0.01 0.00 -0.02
H -1.22470 -4.85779 7.04503 0.00 0.00 0.01
C -2.30393 6.16141 2.98631 -0.51 -0.20 0.38
H -1.99218 -2.32964 3.76761 -0.01 0.00 -0.01
C -1.23016 2.32666 0.06266 -0.25 -0.04 0.02
H -0.33083 -3.13744 5.45838 -0.01 0.06 0.06
H -1.39486 2.15817 1.12483 0.12 0.09 0.06
H -5.40761 6.51005 -0.85249 -0.01 0.00 -0.01
C -3.37736 -3.74824 4.78762 0.00 -0.02 0.01
C 4.00851 -1.17056 -7.17606 -0.04 -0.03 0.04
H 3.24805 -5.64305 -4.09890 0.00 0.03 0.02
H 4.37077 0.97763 -7.25832 0.00 0.00 0.01
H -2.12358 8.74430 0.51990 0.01 0.01 -0.01
C -3.06911 8.58113 0.03239 0.02 -0.02 0.02
O 4.29034 0.91550 0.39951 -0.10 -0.10 0.10
C 2.98342 -2.53977 -1.41741 -0.07 0.00 -0.01
H 3.55747 -1.38247 -6.22255 -0.01 0.03 0.01
H 2.65505 -1.70256 -2.01084 0.02 0.01 -0.01
H 0.01389 0.84677 3.64654 -0.04 -0.08 -0.12
H -2.73092 -9.96202 -3.46813 0.00 0.00 0.00
H 3.33027 -5.68245 -0.43105 0.01 -0.01 -0.02
H 0.76549 -5.98362 -7.45419 -0.01 0.00 0.00
N 3.97910 -3.73444 0.15528 -0.07 0.01 0.01
H 2.03931 -7.34301 -5.49232 -0.01 0.00 0.00
C 0.47083 1.29386 2.76057 0.03 0.06 0.25
H 2.32409 2.46639 2.72836 0.08 -0.06 -0.14
H 4.22822 -1.61414 0.18470 0.01 0.02 -0.03
C -4.43434 8.59843 8.03264 0.01 -0.01 0.01
C -4.81381 7.39448 -0.69691 0.01 -0.01 0.01
C 1.96584 1.48835 3.04628 -0.08 -0.12 0.25
H 1.34498 -3.35843 -7.04382 -0.02 0.01 0.02
N 0.39482 -5.74592 2.81373 -0.06 -0.02 0.04
C 2.01506 -6.28566 -5.69228 0.04 0.00 0.00
C -0.38405 -6.85772 2.97469 0.02 0.03 -0.02
H -0.01591 2.27491 2.66261 0.04 0.00 -0.08
C 0.56947 0.64503 0.29896 -0.40 -0.41 -0.19
C -1.21984 6.39039 2.17111 0.18 0.15 -0.11
H 3.20128 3.19838 0.71475 0.09 -0.02 -0.04
H 5.36968 0.40554 -9.72351 0.00 0.00 0.00
```
Forces are in eV/Å.

| no. | energy (Ha) |
| --- | --- |
| 1 | -7284.67057 |
| 2 | -3074.72020 |